No. 1
C4H6IN2 | ωB97M-V/def2-TZVPD

Results
LUMO (alpha / beta) ... -5.931 / -5.932 eV
HOMO (alpha / beta) ... -12.8 / -12.8 eV
Charge ... +1
HOMO-LUMO gap (alpha / beta) ... 6.85 / 6.84 eV
2S+1 ... 1
Calculated total energy ... -15313.958 eV
Energy above the lowest of the compared OMol25 structures with the same formula, charge and spin ... 505.6 kJ/mol

Positions of all 13 atoms, in Å:
1 I 2.82247 0.34262 -0.16623
2 N -0.53874 0.08797 -0.24277
3 N 1.23472 1.42353 0.40743
4 C -0.81483 -1.94981 0.19648
5 C -0.47256 -0.99828 -0.99564
6 C 0.04220 1.38839 -0.46069
7 C -0.67456 -0.87302 1.04163
8 H 1.08078 1.85358 1.40879
9 H -0.95891 -0.60979 2.09565
10 H -0.90130 -3.09384 0.31669
11 H -0.66596 2.02809 -0.09733
12 H -0.34150 -1.19511 -1.99510
13 H 0.18819 1.59566 -1.50891

Atomic charges from the Mulliken analysis, expressed in e, are listed below: 0.248 0.085 -0.548 -0.301 0.018 -0.516 -0.287 0.299 0.345 0.350 0.366 0.508 0.433

=====

No. 2
C3NS | ωB97M-V/def2-TZVPD

Results
LUMO (alpha / beta) ... -8.412 / -8.413 eV
HOMO (alpha / beta) ... -16.0 / -16.0 eV
Charge ... +1
HOMO-LUMO gap (alpha / beta) ... 7.54 / 7.54 eV
2S+1 ... 1
Calculated total energy ... -15416.949 eV
Energy above the lowest of the compared OMol25 structures with the same formula, charge and spin ... 341.4 kJ/mol

Positions of all 5 atoms, in Å:
1 S 1.58659 -0.31242 0.10349
2 N 1.03697 1.00033 -0.18468
3 C -0.31450 -0.88948 -0.09660
4 C -0.74639 0.60152 0.14892
5 C -1.56267 -0.39995 0.02888

Atomic charges from the Mulliken analysis, expressed in e, are listed below: 0.464 0.036 0.209 0.178 0.113

=====

No. 3
C4H4BO10Rb | ωB97M-V/def2-TZVPD

Results
LUMO ... -1.139 eV
HOMO ... -9.4 eV
Charge ... 0
HOMO-LUMO gap ... 8.29 eV
2S+1 ... 1
Calculated total energy ... -26022.960 eV
Energy above the lowest of the compared OMol25 structures with the same formula, charge and spin ... 161.5 kJ/mol

Positions of all 20 atoms, in Å:
1 Rb -8.93300 -22.51600 15.24000
2 O -7.42600 -27.07900 8.64100
3 O -10.68200 -24.11900 13.51900
4 O -11.05300 -20.91500 14.07300
5 O -8.99400 -26.31300 9.77800
6 O -5.77900 -26.10600 10.59300
7 O -7.60800 -25.15500 11.26900
8 O -9.54700 -23.96800 10.37700
9 O -7.54000 -20.27800 14.59600
10 O -9.91100 -25.47400 11.95700
11 O -10.79500 -22.34200 11.21900
12 C -7.00500 -26.05100 10.66600
13 C -7.82600 -26.66600 9.70400
14 C -10.39500 -24.39400 12.33500
15 C -10.17300 -23.46700 11.36100
16 B -9.00800 -25.24800 10.80600
17 H -6.75500 -19.84800 14.94500
18 H -11.64400 -20.48200 14.65900
19 H -11.62600 -20.79200 13.31300
20 H -7.97600 -19.62900 14.08400

Atomic charges from the Mulliken analysis, expressed in e, are listed below: 0.866 -0.592 -0.690 -0.476 -0.411 -0.625 -0.423 -0.457 -0.495 -0.475 -0.653 0.514 0.691 0.544 0.677 0.923 0.267 0.258 0.270 0.288

=====

No. 4
C33H31N5O6SSeY | ωB97M-V/def2-TZVPD

Results
LUMO ... 2.539 eV
HOMO ... -4.3 eV
Charge ... -1
HOMO-LUMO gap ... 6.84 eV
2S+1 ... 1
Calculated total energy ... -131692.014 eV
Energy above the lowest of the compared OMol25 structures with the same formula, charge and spin ... 123.7 kJ/mol

Positions of all 78 atoms, in Å:
1 Y -0.25374 -0.40822 -0.01670
2 Se 1.18180 -0.95993 -2.48183
3 S -2.35564 -3.72767 -0.75060
4 O 0.41364 1.59772 0.61815
5 O -2.22017 0.43464 0.97890
6 O -1.24954 -4.62510 -0.97080
7 O -1.99152 -0.24701 -1.80004
8 O 1.04687 -2.35980 0.45492
9 O -3.25277 -4.05953 0.32388
10 N -1.86512 -2.18601 -0.66286
11 N 3.16215 -2.60334 1.20854
12 N 3.11424 0.07687 0.45075
13 N -0.16258 0.92562 2.77975
14 N 0.05249 -0.42066 2.44824
15 C 2.07985 0.99083 -4.38441
16 C 0.10605 3.23238 2.31581
17 C -0.91007 -1.24827 2.80782
18 C 3.39092 1.26898 -0.06142
19 C 4.22424 0.70064 2.46347
20 C 0.40141 1.82923 -2.90819
21 C -0.07789 4.90904 4.04137
22 C 2.42634 -3.89327 -0.71641
23 C -2.26829 -0.86209 2.94815
24 C 1.36258 3.28300 -4.57771
25 C -0.07758 3.57890 3.65365
26 C 0.28900 4.24197 1.37623
27 C -3.98474 -4.43877 -2.99921
28 C -3.73242 -1.75005 -3.82752
29 C 4.50522 1.94907 1.92967
30 C -4.45709 -2.66446 -4.57919
31 C 3.51799 -0.20546 1.68343
32 C 0.11787 1.80112 1.87650
33 C 0.48473 3.06953 -3.52337
34 C -2.30327 -1.44094 -1.68631
35 C 4.08684 2.24190 0.64281
36 C 2.15504 -2.88709 0.36364
37 C -4.58362 -3.99045 -4.17039
38 C -3.14385 -2.19849 -2.65875
39 C 1.20171 0.76013 -3.32195
40 C 3.08472 -1.55205 2.20756
41 C 2.15855 2.22908 -5.00464
42 C -0.56120 -2.70268 2.99440
43 C -3.26916 -3.51568 -2.26524
44 C -4.30637 0.30691 2.07365
45 C 0.10541 5.91331 3.09819
46 C 0.28874 5.57395 1.76577
47 C -2.83629 -0.02790 1.99427
48 H -0.15040 3.87263 -3.16774
49 H -4.07012 -5.46759 -2.67614
50 H -4.43751 1.35794 1.81629
51 H -0.88252 -3.29277 2.13371
52 H -4.84671 -0.28523 1.33114
53 H 4.27361 3.20824 0.19471
54 H -3.61395 -0.71888 -4.13273
55 H -4.92956 -2.34917 -5.50089
56 H 5.03991 2.68655 2.51539
57 H 0.43133 3.95769 0.34175
58 H 4.06476 -2.98201 0.97731
59 H 3.66849 -1.84157 3.08215
60 H 3.01510 1.45058 -1.06316
61 H -0.22434 2.78471 4.37276
62 H -2.93071 -1.43168 3.58784
63 H 3.21891 -4.59482 -0.45687
64 H 0.42965 6.35109 1.02380
65 H 0.50583 -2.85092 3.15052
66 H -0.31467 1.70355 -2.10766
67 H -1.10740 -3.08270 3.86034
68 H 1.49712 -4.42023 -0.92749
69 H 2.70857 -3.33630 -1.61320
70 H 4.52788 0.43980 3.46963
71 H 0.10318 6.95328 3.40235
72 H 2.71595 0.18362 -4.72728
73 H -4.72556 0.10889 3.05914
74 H 1.42503 4.25257 -5.05629
75 H -0.22290 5.16556 5.08420
76 H -5.15378 -4.67992 -4.78019
77 H 2.03626 -1.44904 2.50053
78 H 2.85308 2.36626 -5.82592

Atomic charges from the Mulliken analysis, expressed in e, are listed below: -0.496 -0.289 0.922 -0.296 -0.497 -0.675 -0.655 0.362 -0.703 -0.045 -0.088 0.023 -0.484 -0.055 -0.533 0.263 2.006 -0.025 -1.007 0.275 -0.655 -1.356 -1.804 -0.431 -0.350 -0.343 -0.737 -0.419 -0.313 -0.600 0.675 0.649 -0.915 1.439 -0.722 0.411 -0.443 -0.066 -0.003 -0.132 -0.511 -1.391 0.127 -1.543 -0.358 -0.785 1.266 0.389 0.449 0.305 0.029 0.289 0.441 0.531 0.387 0.383 0.552 0.241 0.363 0.259 0.430 0.267 0.439 0.400 0.114 0.425 0.610 0.194 0.246 0.375 0.370 0.344 0.434 0.354 0.391 0.386 -0.432 0.341

=====

No. 5
C2H4F2S | ωB97M-V/def2-TZVPD

Results
LUMO (alpha / beta) ... 0.004 / -2.278 eV
HOMO (alpha / beta) ... -9.8 / -8.7 eV
Charge ... 0
HOMO-LUMO gap (alpha / beta) ... 9.82 / 6.40 eV
2S+1 ... 1
Calculated total energy ... -18405.607 eV
Energy above the lowest of the compared OMol25 structures with the same formula, charge and spin ... 345.9 kJ/mol

Positions of all 9 atoms, in Å:
1 S 0.63349 -2.72107 -0.03546
2 F -1.79653 0.16164 -0.83885
3 F -1.55712 0.24766 1.22235
4 C -0.87296 0.18129 0.12685
5 C 0.27388 1.13729 -0.15996
6 H -0.13525 2.18600 -0.27774
7 H 1.93777 -3.02382 0.06157
8 H 0.75028 1.14073 0.82141
9 H 0.76644 0.69027 -0.92016

Atomic charges from the Mulliken analysis, expressed in e, are listed below: -0.184 -0.232 -0.221 0.345 -0.698 0.295 0.136 0.265 0.295

=====

No. 6
C16H23NO2S | ωB97M-V/def2-TZVPD

Results
LUMO ... 0.600 eV
HOMO ... -8.1 eV
Charge ... 0
HOMO-LUMO gap ... 8.74 eV
Structure (SMILES) ... C[C@@H](CSc1ccccc1)CN1CC[C@H](O)CCC1=O
2S+1 ... 1
Calculated total energy ... -33386.368 eV
Energy above the lowest of the compared OMol25 structures with the same formula, charge and spin ... 1.3 kJ/mol

Positions of all 43 atoms, in Å:
1 S -2.49243 1.69284 0.53009
2 O 2.08183 -2.56529 0.69561
3 O 4.89115 1.41398 -0.86680
4 N 1.67800 -0.72904 -0.54633
5 C 3.94739 -1.14062 0.27831
6 C -3.89555 -0.11225 -1.07133
7 C 4.00400 1.41415 0.23470
8 C 2.49094 -1.54728 0.16745
9 C -6.04281 -0.13892 0.68333
10 C -5.00865 -0.88898 -1.34109
11 C -1.05731 0.96112 -0.33000
12 C -0.73614 -0.44802 0.15947
13 C 0.30424 -1.14770 -0.73708
14 C 2.15702 0.44618 -1.24181
15 C -6.08294 -0.90771 -0.46910
16 C -3.84981 0.64387 0.09136
17 C -0.29275 -0.44079 1.61811
18 C -4.93174 0.63041 0.96638
19 C 2.58950 1.58962 -0.31951
20 C 4.15740 0.14513 1.08183
21 H -1.25365 0.98691 -1.40256
22 H 2.57545 2.51609 -0.89543
23 H -1.08576 -0.05116 2.25185
24 H -6.87780 -0.14367 1.36806
25 H -6.94760 -1.51604 -0.68721
26 H 1.34590 0.79683 -1.88117
27 H -3.07773 -0.10036 -1.77512
28 H 4.45240 -1.96770 0.77982
29 H 4.38339 -1.02326 -0.71614
30 H -4.88789 1.22920 1.86350
31 H 1.89704 1.69003 0.51638
32 H 0.03477 -1.01818 -1.79064
33 H 5.16853 0.13588 1.49978
34 H -1.65193 -1.04620 0.08129
35 H 3.45858 0.18316 1.91881
36 H -0.25118 1.65768 -0.10614
37 H 3.00364 0.19360 -1.88863
38 H 0.28137 -2.21478 -0.49809
39 H 0.58913 0.18235 1.74980
40 H -5.03391 -1.47932 -2.24544
41 H 4.22441 2.28399 0.87873
42 H -0.04705 -1.44967 1.93737
43 H 5.78854 1.28393 -0.54242

Atomic charges from the Mulliken analysis, expressed in e, are listed below: -0.239 -0.671 -0.585 0.288 -0.988 -0.328 -0.165 0.931 -0.455 -0.571 -0.821 1.286 -2.245 -1.132 -0.497 0.785 -1.581 -0.665 -0.707 -0.618 0.469 0.366 0.504 0.373 0.371 0.450 0.289 0.341 0.426 0.370 0.380 0.410 0.332 0.525 0.373 0.164 0.596 0.583 0.159 0.381 0.366 0.372 0.377